1 | The following is a DFT calculation (ωB97M-V/def2-TZVPD) of a cluster of 4 separate species, H8O4 in total.

XYZ file:
```
12
Properties=species:S:1:pos:R:3:nbo_charge:R:1
O -28.157 2.267 10.541 -0.985
H -28.293 3.140 10.134 0.500
H -28.695 2.270 11.338 0.480
O -26.615 -0.126 10.230 -0.977
H -26.297 -0.290 9.338 0.472
H -26.900 0.804 10.238 0.503
O -28.958 4.466 8.827 -0.946
H -29.447 3.819 8.305 0.482
H -28.162 4.651 8.315 0.479
O -28.218 -1.436 12.297 -0.962
H -27.766 -1.168 11.480 0.496
H -28.207 -0.650 12.848 0.456
```

## Properties
Structure (SMILES): O.O.O.O
Net charge: 0
Gap between HOMO and LUMO, eV: 10.944
LUMO energy, eV: 0.327
Molecular weight, g/mol: 72.06


2 | The following is a DFT calculation (ωB97M-V/def2-TZVPD) of a cluster of 4 separate species, H8O4 in total.

XYZ file:
```
12
Properties=species:S:1:pos:R:3:nbo_charge:R:1
O -0.298 1.068 -0.755 -0.970
H -0.442 1.268 0.161 0.484
H 0.636 0.780 -0.792 0.493
O 1.882 -0.288 -1.607 -0.938
H 1.678 -0.531 -2.517 0.484
H 2.343 -1.026 -1.330 0.471
O -0.479 -1.304 0.564 -0.963
H -0.542 -0.518 0.042 0.479
H 0.447 -1.463 0.589 0.452
O -1.493 0.960 1.896 -0.960
H -1.492 0.184 2.470 0.492
H -2.235 0.872 1.281 0.478
```

## Properties
Structure (SMILES): O.O.O.O
Net charge: 0
Gap between HOMO and LUMO, eV: 11.234
LUMO energy, eV: 0.448
Molecular weight, g/mol: 72.06


Stability summary: most stable 1, least stable 2.


1 | The following is a DFT calculation (ωB97M-V/def2-TZVPD) of a cluster of 4 separate species, H8O4 in total.

XYZ file:
```
12
Properties=species:S:1:pos:R:3:nbo_charge:R:1
O -34.176 -23.394 -5.350 -0.937
H -34.655 -22.621 -5.050 0.466
H -34.508 -24.108 -4.806 0.471
O -32.268 -29.791 -1.919 -0.938
H -32.557 -28.887 -1.794 0.472
H -31.525 -29.725 -2.520 0.466
O -34.618 -25.943 -0.368 -0.939
H -35.108 -26.179 0.419 0.468
H -35.276 -25.926 -1.064 0.471
O -36.182 -26.881 -4.395 -0.943
H -36.856 -26.427 -4.901 0.470
H -35.883 -27.585 -4.970 0.474
```

## Properties
Structure (SMILES): O.O.O.O
Net charge: 0
Gap between HOMO and LUMO, eV: 11.853
LUMO energy, eV: 0.408
Molecular weight, g/mol: 72.06


2 | The following is a DFT calculation (ωB97M-V/def2-TZVPD) of a cluster of 4 separate species, H8O4 in total.

XYZ file:
```
12
Properties=species:S:1:pos:R:3:nbo_charge:R:1
H -3.122 -0.239 -0.392 0.517
H -1.537 0.428 0.191 0.494
H -0.340 -1.132 -0.041 0.517
H 0.657 -2.448 0.488 0.497
H 1.578 -0.488 0.032 0.492
H 2.530 0.397 -0.653 0.462
H 0.494 1.395 -0.346 0.481
H -0.530 1.880 0.873 0.459
O -2.120 -0.338 0.176 -1.014
O 0.478 -1.723 -0.305 -0.982
O 2.156 0.341 0.262 -0.990
O -0.244 1.928 -0.285 -0.933
```

## Properties
Structure (SMILES): O.O.O.O
Net charge: 0
Gap between HOMO and LUMO, eV: 11.521
LUMO energy, eV: 0.270
Molecular weight, g/mol: 72.06


Stability summary: most stable 1, least stable 2.


1 | The following is a DFT calculation (ωB97M-V/def2-TZVPD) of a cluster of 4 separate species, H8O4 in total.

XYZ file:
```
12
Properties=species:S:1:pos:R:3:nbo_charge:R:1
O -24.368 17.585 0.159 -0.958
H -23.948 16.764 -0.120 0.467
H -24.025 17.747 1.050 0.485
O -23.279 18.710 2.684 -0.981
H -22.821 18.642 3.539 0.511
H -24.023 19.303 2.846 0.485
O -22.323 18.864 5.543 -0.951
H -22.786 18.634 6.357 0.484
H -22.438 19.819 5.453 0.476
O -21.437 19.605 0.744 -0.971
H -21.828 19.399 -0.112 0.467
H -22.016 19.157 1.395 0.486
```

## Properties
Structure (SMILES): O.O.O.O
Net charge: 0
Gap between HOMO and LUMO, eV: 10.874
LUMO energy, eV: 0.236
Molecular weight, g/mol: 72.06


2 | The following is a DFT calculation (ωB97M-V/def2-TZVPD) of a cluster of 4 separate species, H8O4 in total.

XYZ file:
```
12
Properties=species:S:1:pos:R:3:nbo_charge:R:1
O 4.137 3.199 1.729 -0.938
H 4.721 3.885 2.053 0.469
H 4.721 2.478 1.493 0.468
O 0.724 0.702 -0.620 -0.940
H 0.061 0.776 0.067 0.468
H 1.407 1.320 -0.362 0.472
O -3.763 -2.712 2.298 -0.934
H -3.549 -2.353 3.159 0.467
H -4.706 -2.575 2.208 0.467
O -1.068 -1.591 -4.354 -0.938
H -1.924 -1.952 -4.124 0.465
H -0.759 -1.176 -3.548 0.472
```

## Properties
Structure (SMILES): O.O.O.O
Net charge: 0
Gap between HOMO and LUMO, eV: 11.980
LUMO energy, eV: 0.701
Molecular weight, g/mol: 72.06


Stability summary: most stable 1, least stable 2.


1 | The following is a DFT calculation (ωB97M-V/def2-TZVPD) of a cluster of 4 separate species, H8O4 in total.

XYZ file:
```
12
Properties=species:S:1:pos:R:3:nbo_charge:R:1
O -23.022 5.723 -19.110 -0.970
H -22.382 5.871 -19.792 0.469
H -23.155 6.549 -18.638 0.481
O -23.689 7.710 -17.393 -0.955
H -24.078 7.337 -16.593 0.490
H -22.822 8.017 -17.057 0.488
O -23.065 9.448 -19.681 -0.946
H -23.131 10.413 -19.705 0.476
H -23.726 9.195 -19.054 0.499
O -20.543 8.774 -19.920 -0.969
H -20.008 9.546 -19.911 0.453
H -21.452 9.135 -19.921 0.484
```

## Properties
Structure (SMILES): O.O.O.O
Net charge: 0
Gap between HOMO and LUMO, eV: 10.897
LUMO energy, eV: 0.288
Molecular weight, g/mol: 72.06


2 | The following is a DFT calculation (ωB97M-V/def2-TZVPD) of a structure of composition H8O4.

XYZ file:
```
12
Properties=species:S:1:pos:R:3:nbo_charge:R:1
O -0.020 -0.378 0.036 -0.864
H 0.203 -0.811 0.860 0.493
H -0.862 0.044 0.206 0.513
O 0.486 0.264 -1.887 -0.988
H 1.302 -0.143 -2.178 0.441
H 0.328 -0.109 -1.020 0.426
O 1.782 0.946 0.568 -0.982
H 1.039 0.455 0.216 0.445
H 2.520 0.696 0.011 0.455
O -2.177 -0.457 0.706 -0.902
H -2.929 0.071 0.971 0.494
H -1.672 -0.577 1.511 0.470
```

## Properties
Net charge: 0
Gap between HOMO and LUMO, eV: 9.638
LUMO energy, eV: -0.095
Molecular weight, g/mol: 72.06


Stability summary: most stable 1, least stable 2.


1 | The following is a DFT calculation (ωB97M-V/def2-TZVPD) of a structure of composition C2H4INS.

XYZ file:
```
9
Properties=species:S:1:pos:R:3:nbo_charge:R:1
C -0.086 1.386 0.390 -0.378
C 1.033 0.778 0.789 -0.385
N -1.440 -1.821 -1.157 -0.710
S -0.442 -0.733 -1.402 0.549
I -0.676 -3.854 -1.272 0.132
H -0.337 2.145 -0.271 0.202
H -0.941 1.050 0.918 0.191
H 0.813 0.009 1.431 0.192
H 2.076 1.039 0.574 0.208
```

## Properties
Net charge: 0
Gap between HOMO and LUMO (alpha / beta), eV: 7.249 / 7.248
LUMO energy (alpha / beta), eV: -1.242 / -1.243
Molecular weight, g/mol: 201.03


2 | The following is a DFT calculation (ωB97M-V/def2-TZVPD) of a cluster of 2 separate species, C2H4INS in total.

XYZ file:
```
9
Properties=species:S:1:pos:R:3:nbo_charge:R:1
C 0.084 0.008 -0.764 0.008
C -0.681 0.956 0.105 -0.680
N 0.740 -0.967 -0.093 -0.665
S 0.152 0.213 -2.370 0.312
I 0.857 -1.983 2.750 -0.067
H 0.064 1.185 0.817 0.260
H -1.380 0.393 0.762 0.261
H -1.109 1.759 -0.586 0.225
H 1.274 -1.564 -0.623 0.345
```

## Properties
Net charge: 0
Gap between HOMO and LUMO (alpha / beta), eV: 6.305 / 7.051
LUMO energy (alpha / beta), eV: -3.134 / -2.164
Molecular weight, g/mol: 201.03


Stability summary: most stable 2, least stable 1.


1 | The following is a DFT calculation (ωB97M-V/def2-TZVPD) of the molecule C7H9N.

XYZ file:
```
17
Properties=species:S:1:pos:R:3:nbo_charge:R:1
C 0.811 -1.224 -0.623 -0.467
C -0.139 -1.151 0.456 -0.182
C -1.205 -0.113 0.647 -0.273
C -1.124 1.088 -0.363 -0.405
C 0.361 1.297 -0.608 -0.122
C 1.250 0.210 -0.703 -0.072
C -0.020 0.029 1.505 -0.100
H 0.296 -1.451 -1.486 0.217
H 1.412 -2.020 -0.256 0.230
H -0.396 -2.151 1.002 0.216
H -2.205 -0.746 0.943 0.251
H -1.638 2.033 -0.180 0.234
H -1.673 0.582 -1.295 0.197
H 0.849 2.213 -1.019 0.215
H 2.414 0.199 -1.184 0.205
H 0.046 0.241 2.636 0.246
N 0.960 0.965 0.528 -0.392
```

## Properties
Structure (SMILES): C1[C@H]2[C@H]3C[C@H]4[C@@H]1N4[C@H]32
Net charge: 0
Gap between HOMO and LUMO, eV: 9.647
LUMO energy, eV: 1.005
Molecular weight, g/mol: 107.16


2 | The following is a DFT calculation (ωB97M-V/def2-TZVPD) of the molecule C7H9N.

XYZ file:
```
17
Properties=species:S:1:pos:R:3:nbo_charge:R:1
C -0.543 1.376 -2.494 -0.632
C -0.222 0.879 -1.119 -0.088
C -0.602 1.531 0.013 -0.078
N -0.458 0.708 1.112 -0.504
C 0.014 -0.534 0.697 0.063
C 0.212 -0.409 -0.646 -0.283
C 1.379 -2.004 2.152 -0.353
C 0.266 -1.762 1.462 -0.211
H -0.156 0.828 -3.343 0.222
H -1.631 1.515 -2.552 0.218
H -0.287 2.443 -2.595 0.216
H -0.999 2.488 0.326 0.203
H -0.886 0.878 2.014 0.408
H 0.705 -1.146 -1.267 0.216
H 1.597 -3.033 2.418 0.198
H 2.135 -1.250 2.331 0.199
H -0.525 -2.507 1.492 0.206
```

## Properties
Structure (SMILES): C=Cc1cc(C)c[nH]1
Net charge: 0
Gap between HOMO and LUMO, eV: 9.036
LUMO energy, eV: 1.053
Molecular weight, g/mol: 107.16


3 | The following is a DFT calculation (ωB97M-V/def2-TZVPD) of the molecule C7H9N.

XYZ file:
```
17
Properties=species:S:1:pos:R:3:nbo_charge:R:1
C 1.223 1.904 1.939 -0.305
C 0.660 0.958 1.279 0.078
C 0.169 -0.253 0.743 -0.193
C -1.307 -0.190 0.243 -0.409
C -1.241 0.485 -1.068 -0.264
C 0.580 -0.905 -0.807 -0.014
C 1.211 -1.271 0.477 -0.349
H 1.889 2.655 2.300 0.239
H -1.774 -1.190 0.266 0.210
H -1.871 0.239 0.954 0.223
H -1.103 1.608 -0.768 0.213
H -2.140 0.467 -1.875 0.213
H 0.370 0.321 -2.496 0.367
H -0.019 -1.788 -1.022 0.167
H 2.054 -1.066 0.817 0.215
H 1.092 -2.347 0.573 0.224
N 0.207 0.373 -1.556 -0.616
```

## Properties
Structure (SMILES): C#C[C@@]12CCN[C@H]1C2
Net charge: 0
Gap between HOMO and LUMO, eV: 8.390
LUMO energy, eV: 0.759
Molecular weight, g/mol: 107.16


Stability summary: most stable 2, least stable 3.


1 | The following is a DFT calculation (ωB97M-V/def2-TZVPD) of the molecule C7H9N.

XYZ file:
```
17
Properties=species:S:1:pos:R:3:nbo_charge:R:1
C 1.412 -1.682 1.476 -0.358
C 0.196 -0.401 -0.148 0.158
C -0.387 -0.223 -1.456 -0.209
C -1.262 0.739 -1.771 -0.213
C -1.482 1.781 -0.808 -0.215
C -0.943 1.789 0.405 -0.199
C -0.036 0.717 0.778 -0.243
H 2.051 -0.960 2.006 0.164
H 0.546 -1.897 2.094 0.194
H 1.848 -2.399 1.388 0.158
H 1.790 -1.290 -0.504 0.372
H -0.178 -0.986 -2.458 0.200
H -1.779 0.741 -2.678 0.212
H -2.071 2.517 -1.090 0.193
H -1.071 2.537 1.074 0.205
H 0.336 0.500 1.605 0.177
N 1.030 -1.484 0.087 -0.595
```

## Properties
Structure (SMILES): CNc1ccccc1
Net charge: 0
Gap between HOMO and LUMO, eV: 9.217
LUMO energy, eV: 1.034
Molecular weight, g/mol: 107.16


2 | The following is a DFT calculation (ωB97M-V/def2-TZVPD) of a cluster of 2 separate species, C7H9N in total.

XYZ file:
```
17
Properties=species:S:1:pos:R:3:nbo_charge:R:1
C -0.580 -0.793 -1.462 0.048
C -1.016 -1.285 -0.229 -0.250
C -1.460 -0.329 0.634 -0.178
C -1.342 0.984 0.385 -0.270
C -0.833 1.368 -0.816 0.038
C 1.686 0.595 0.723 -0.397
C 2.227 -0.650 0.513 -0.407
H -0.203 -1.460 -2.208 0.188
H -0.919 -2.319 0.075 0.225
H -2.154 -0.662 1.529 0.217
H -1.803 1.829 0.968 0.225
H -0.690 2.357 -1.165 0.194
H 1.665 1.498 0.098 0.204
H 0.920 0.818 1.632 0.198
H 2.635 -0.980 -0.390 0.193
H 2.354 -1.456 1.405 0.202
N -0.487 0.485 -1.690 -0.430
```

## Properties
Structure (SMILES): c1ccncc1.C=C
Net charge: 0
Gap between HOMO and LUMO, eV: 10.397
LUMO energy, eV: 1.037
Molecular weight, g/mol: 107.16


Stability summary: most stable 2, least stable 1.